(1)
Formula: H37O19
Source: OMol25
Level of theory: the ωB97M-V functional and the def2-TZVPD basis

```
56
Properties=species:S:1:pos:R:3:forces:R:3:lowdin_charge:R:1
O -4.82504 -1.07737 0.59597 2.83 0.70 0.32 -0.08
H -2.70972 1.60408 -0.38808 0.73 0.52 1.11 0.03
H -0.45321 3.84404 1.45935 1.63 -0.45 1.53 -0.02
O 0.71730 -2.39964 -2.28185 -1.37 -2.68 -1.38 -0.08
H -1.07804 -3.87176 0.05062 -0.99 1.59 -0.81 -0.02
H 1.72804 1.25778 4.11217 -0.08 0.13 -0.59 0.00
O -1.11913 3.93547 0.83402 -1.23 2.54 -1.40 -0.06
H 1.65046 2.96617 -0.49134 2.77 0.51 -1.26 0.07
H -2.26790 -1.71537 -1.61284 0.24 0.58 -0.11 0.00
O 1.04077 0.05947 -4.19587 -0.47 -0.64 -1.24 -0.04
H 0.69780 0.16856 -3.32619 -0.78 -0.02 1.17 -0.03
H 1.71485 0.71453 -4.21348 1.04 0.68 -0.23 0.01
O 1.48384 -3.86338 0.93199 -0.03 1.62 -0.31 -0.08
H 1.11608 -3.50067 0.07738 0.89 -1.07 1.11 0.05
H -1.67934 1.21856 -1.46859 1.29 0.17 -1.59 0.00
O 4.48172 -0.94331 0.47426 -0.05 -1.19 -0.61 -0.08
H 2.30686 0.42143 -1.38985 -0.23 0.79 0.57 -0.01
H 1.87307 -4.72435 0.79546 0.00 -0.15 -0.57 0.04
O -2.29267 -1.92468 -2.54593 -0.14 -1.16 -0.77 -0.05
H -1.92899 1.73570 -2.82780 -2.30 2.74 -2.09 -0.02
H -1.87953 -1.27669 -3.13258 -0.03 0.47 0.91 0.04
O -1.37887 1.13714 -2.44037 1.43 -2.85 2.93 -0.05
H 1.14165 0.39664 1.76148 -0.29 1.64 -0.40 -0.02
O -1.41430 -1.06039 0.36420 -0.07 -0.47 -0.62 -0.05
H 1.92643 -1.00216 -1.73930 0.78 0.56 -0.36 0.01
H -1.20360 -0.47568 1.10234 0.28 -0.23 0.39 -0.01
O 2.50882 3.10635 -1.07325 -3.20 -0.67 1.20 -0.11
H -0.40160 -4.58018 1.09695 -0.07 -0.69 -1.02 0.05
H 2.11719 2.67532 -1.85405 0.60 0.25 -0.03 0.02
O 1.34878 2.07732 4.43671 -0.20 0.65 0.31 -0.05
H 3.89181 -1.23471 -0.25321 0.45 0.37 0.44 0.01
H 2.03203 -0.81487 4.08394 0.73 -3.63 -1.23 0.06
O -0.77107 -4.74275 0.19207 0.19 -1.09 1.50 -0.07
H 4.22669 -0.03777 0.57565 -0.28 0.83 0.22 0.00
H -1.71796 0.86595 1.68882 2.34 1.54 1.82 0.09
O 2.67176 -0.35565 -1.79675 -0.40 -1.35 -0.04 -0.06
H -0.52221 1.72814 2.24983 0.56 1.94 -0.44 -0.03
H 1.16341 2.67266 3.69363 0.34 -0.64 0.24 0.03
O 1.76075 -0.22243 2.12003 -1.21 -1.61 -1.03 -0.09
H -1.48529 3.10400 0.49103 -0.20 -1.27 0.17 -0.07
H -2.35630 4.37144 -0.86359 -1.09 -0.90 0.22 0.05
O 0.58313 1.15768 -0.39627 -1.67 0.67 1.13 -0.12
H -4.50064 -1.09665 1.50739 -1.27 -0.39 0.78 0.03
H -0.28438 1.66690 -0.12909 1.50 -0.67 -1.04 0.04
O -0.90662 0.89872 2.39215 -3.21 -2.90 -0.99 -0.10
H 2.67984 -2.19774 3.21644 -1.58 1.99 2.14 0.08
H -3.88045 -0.83739 0.35038 -1.45 -0.32 -1.07 0.03
O 2.10736 -1.85247 4.00829 0.99 0.78 -0.41 -0.17
H 1.17686 -0.99950 1.85204 1.62 0.59 1.04 0.08
H 0.17922 0.29197 -0.23336 0.80 -0.21 -0.23 0.01
O -1.88610 1.69827 0.14932 -2.06 -1.37 -0.78 -0.38
H -1.50608 -0.41712 -0.35531 -0.13 0.02 0.18 0.00
H -0.22403 -2.72203 -2.36109 0.44 1.29 0.78 0.05
O -2.98596 3.83137 -1.38853 3.59 2.30 -3.11 -0.02
H 1.01055 -3.09836 -2.93145 0.75 1.33 0.83 0.09
H -3.67801 3.43942 -0.97388 -2.70 -1.15 2.67 -0.02
```
Forces are in eV/Å.

**Frontier orbital gap**: 0.37336 hartree
**M**: 341.28 u
**LUMO energy**: 2.19 eV
**Charge**: -1
**Energy above the lowest of the compared OMol25 structures with the same formula, charge and spin**: 459.3 kJ/mol
**Spin multiplicity**: 1
**Energy**: -1451.72764 a.u.
**HOMO energy**: -0.2927 Ha

---

(2)
Formula: H38O19
Source: OMol25
Level of theory: the ωB97M-V functional and the def2-TZVPD basis

```
57
Properties=species:S:1:pos:R:3:forces:R:3:lowdin_charge:R:1
O 0.75167 4.70972 0.41419 -0.49 -0.54 0.64 -0.06
H 0.46561 5.40177 -0.19770 1.10 -0.25 0.10 0.06
H 1.69326 4.46308 0.45143 -0.64 0.77 -0.81 0.06
O 2.81498 0.60724 -1.65607 -0.13 -1.07 -0.34 -0.05
H 2.86178 1.33060 -1.03501 0.06 0.52 0.00 0.02
H 3.38152 0.73641 -2.42533 0.03 0.42 0.34 0.05
O -2.31862 -3.48074 1.23772 1.18 -1.78 -1.26 -0.10
H -1.39593 -3.48575 1.54650 -0.45 0.26 0.46 0.05
H -2.13654 -3.94748 0.34786 -0.88 1.28 1.29 0.06
O 1.55705 1.30622 0.93561 -0.22 0.08 -1.17 -0.07
H 2.23959 0.74237 1.27719 0.21 -0.17 0.13 -0.02
H 1.02128 0.68103 0.38087 0.10 0.27 0.23 0.02
O 1.63457 -3.57834 -1.05871 -0.33 -0.91 -0.06 -0.03
H 2.42299 -3.37025 -0.57336 0.29 0.58 -0.06 0.02
H 1.23372 -2.82573 -1.50228 0.30 0.25 0.15 0.01
O -2.78767 3.83563 0.76732 0.56 -0.70 0.49 -0.06
H -2.77416 2.90431 1.05725 -0.43 0.43 -0.17 0.05
H -1.83667 4.00519 0.79604 0.05 0.45 -0.18 0.02
O -2.53401 -1.13206 0.20867 -1.93 0.04 0.64 -0.08
H -2.71767 -1.73712 0.96120 1.22 -0.15 -0.14 0.03
H -3.45626 -1.17553 -0.09051 0.31 0.52 -0.81 0.06
O -0.20939 -0.20033 -0.36475 1.35 0.12 -0.57 -0.04
H -0.93033 0.30291 -0.01051 -0.89 -0.06 0.32 0.03
H -0.51978 -1.10906 -0.40081 -0.37 -0.06 -0.02 0.04
O 1.20654 -2.15333 3.97533 -0.40 1.01 -1.31 -0.08
H 2.06288 -1.97502 4.35789 0.40 -0.04 0.39 0.03
H 1.20018 -1.46572 3.25648 -0.07 -0.92 0.92 0.03
O 3.27838 -1.45663 1.48926 0.08 -0.77 -0.02 -0.03
H 3.20855 -0.67491 0.94525 0.18 -0.04 -0.70 0.00
H 3.41144 -2.19867 0.86673 -0.05 0.75 0.55 0.05
O -0.97381 -4.16812 -1.10458 -2.51 -0.76 2.26 -0.05
H -0.41598 -4.60308 -0.45994 0.85 0.02 -0.82 0.04
H -0.57621 -3.93377 -1.91127 1.48 0.39 -1.27 -0.03
O 0.34917 3.08627 2.85818 -0.68 -0.05 0.40 -0.04
H -0.59081 3.29533 2.88928 -0.09 -0.29 0.43 0.04
H 0.64134 3.73754 2.22922 0.48 0.37 -0.57 -0.01
O -1.10267 1.79950 -2.85629 -1.22 2.38 1.74 -0.08
H -1.30385 1.83115 -1.87865 0.64 -0.55 -1.24 0.06
H -1.83135 2.45091 -3.09000 1.26 -1.42 -0.36 0.09
O 2.11562 0.90881 3.52873 -0.42 -0.02 -0.36 -0.07
H 1.40586 1.31712 2.97958 0.41 0.08 0.57 0.01
H 2.78140 0.67928 2.87065 0.17 -0.06 0.70 0.01
O -1.45814 -0.28286 -4.21412 0.15 1.74 -0.02 -0.10
H -1.25853 0.37751 -3.45734 -0.86 -1.36 -1.26 0.00
H -1.63083 -1.14527 -3.87484 -0.14 -0.27 0.72 -0.02
O -3.28935 2.23454 -1.48582 -0.55 -0.60 0.15 -0.05
H -3.47641 3.17058 -1.44724 -0.06 0.49 0.33 0.04
H -3.96457 1.83667 -0.91522 0.24 0.09 -0.28 0.07
O 1.31098 -0.56507 -4.02585 1.38 -0.42 1.43 -0.05
H 1.57015 -0.57422 -3.06646 -0.10 0.57 -1.13 0.05
H 0.66872 0.14299 -4.07942 -0.55 0.13 -0.17 0.03
O -0.19773 -2.46398 -3.05099 -1.08 -1.25 -0.14 -0.08
H -0.85900 -2.72029 -3.73054 0.94 0.06 0.61 0.08
H 0.46397 -1.93289 -3.51786 0.01 0.45 -0.71 0.00
O -0.71136 0.39282 5.05822 0.68 -0.12 -0.24 -0.08
H 0.23688 0.61839 4.96230 -0.65 -0.14 0.06 0.02
H -0.73247 -0.54962 4.83253 0.08 0.23 0.13 0.02
```
Forces are in eV/Å.

**Frontier orbital gap**: 0.36905 hartree
**M**: 342.29 u
**LUMO energy**: -0.34 eV
**Energy above the lowest of the compared OMol25 structures with the same formula, charge and spin**: 407.8 kJ/mol
**Spin multiplicity**: 1
**Energy**: -1452.28445 a.u.
**HOMO energy**: -0.3816 Ha

---

(3)
Formula: H38O19
Source: OMol25
Level of theory: the ωB97M-V functional and the def2-TZVPD basis

```
57
Properties=species:S:1:pos:R:3:forces:R:3:lowdin_charge:R:1
O -2.51978 3.36564 1.65584 0.38 0.00 0.57 0.01
H -1.96752 2.97849 2.34870 -0.02 -0.02 0.31 0.08
H -1.83434 3.88676 1.20631 -0.33 -0.02 -0.51 0.11
O -0.83320 -0.44303 3.98784 0.17 0.43 -0.47 -0.04
H 0.01936 0.01007 3.93060 0.34 -0.39 0.34 0.05
H -1.37460 0.20178 3.52460 -0.37 -0.02 0.06 0.00
O 3.65161 0.14430 -1.09362 0.11 0.07 -0.56 -0.05
H 3.55726 -0.24554 -0.22887 -0.29 -0.25 0.54 0.01
H 3.73464 -0.62459 -1.67477 0.03 0.08 -0.11 0.06
O -0.08980 -0.85554 -3.95642 0.04 0.43 -0.71 -0.06
H 0.19701 -1.09220 -4.84634 -0.11 -0.21 0.04 0.07
H -0.41168 -1.64920 -3.52889 -0.30 0.04 -0.06 0.02
O -4.57845 -0.50631 1.91327 0.15 0.27 -0.09 0.23
H -3.79622 -0.83027 2.38969 0.06 -0.28 0.47 0.11
H -4.19544 0.07535 1.21626 -0.18 0.24 -0.48 0.03
O -3.84644 1.09418 -1.86378 -0.11 -0.13 0.36 0.03
H -3.10537 1.42352 -1.34874 -0.05 -0.34 0.13 -0.01
H -4.11773 0.38260 -1.26969 -0.31 -0.28 -0.53 0.06
O 3.54717 0.08265 3.40831 -0.14 0.27 -0.31 -0.05
H 3.66042 -0.28456 2.52579 -0.01 -0.36 0.07 0.01
H 3.42088 1.01819 3.21040 -0.05 0.16 0.25 0.00
O -3.86858 1.56293 0.63024 1.39 -1.37 1.18 0.07
H -3.11184 2.13978 1.14908 -0.64 0.74 -0.80 0.08
H -4.56194 2.14402 0.33855 -1.01 0.87 -0.13 0.11
O -0.68119 1.61412 0.96144 -0.68 0.10 0.99 -0.03
H -0.80366 1.72944 0.02130 0.50 -0.03 -0.34 -0.01
H -0.15395 0.83693 1.15318 0.34 -0.15 -0.48 0.05
O 1.83079 -2.71922 -2.81068 1.99 1.06 -0.76 -0.04
H 0.96867 -2.60214 -3.18970 -0.23 -0.49 0.72 -0.02
H 1.91863 -3.15303 -1.96762 -1.18 -0.55 0.00 0.00
O -2.23534 -3.73665 -0.38474 -1.43 0.40 -1.08 -0.05
H -2.90371 -4.21122 -0.91435 0.62 -1.08 0.41 0.07
H -2.65950 -2.89315 -0.60761 0.88 0.61 0.56 0.03
O 0.58894 -4.69790 -1.33850 0.97 0.07 -0.55 -0.04
H -0.31340 -4.41005 -1.24399 -0.58 -0.06 0.69 0.00
H 0.90304 -5.17658 -0.57158 -0.49 -0.15 0.26 0.05
O 2.01007 3.07650 2.65473 0.10 0.18 0.16 -0.06
H 2.48148 3.77905 2.18732 -0.07 -0.09 -0.27 0.04
H 1.93922 3.42863 3.54898 0.02 -0.14 0.09 0.05
O 2.79914 1.05639 -3.53279 0.29 0.31 -0.22 -0.04
H 2.90097 1.03723 -2.57312 -0.10 -0.12 0.01 -0.03
H 1.87016 1.04698 -3.76007 -0.24 -0.14 0.10 0.01
O 0.00982 -0.13162 -1.52419 0.24 0.56 0.95 -0.04
H 0.91057 0.15921 -1.72779 0.30 -0.62 -0.27 0.04
H -0.42232 0.72741 -1.51710 -0.35 -0.02 -0.24 0.00
O -1.48544 2.97613 -1.81628 0.36 -0.43 0.18 -0.01
H -1.14624 2.89392 -2.71836 0.21 0.30 0.00 0.08
H -2.21187 2.35560 -1.83998 -0.07 0.53 -0.56 -0.02
O 1.92746 -1.38522 0.62417 1.05 0.41 0.99 -0.03
H 1.19068 -1.07292 0.11368 -0.62 -0.42 -0.74 -0.01
H 2.02866 -2.33960 0.60945 -0.50 -0.04 -0.16 0.05
O 3.15159 3.11554 -0.14548 -0.25 2.06 0.76 -0.04
H 3.23544 2.43111 0.51073 0.01 -0.94 -0.82 0.01
H 3.05821 2.92491 -1.07439 0.24 -1.07 0.11 0.02
O 0.88155 -3.70791 3.26436 0.04 0.12 -0.16 -0.05
H 0.54970 -2.80737 3.34879 0.03 0.03 0.09 0.01
H 0.28639 -4.12356 2.63586 -0.10 -0.11 0.01 0.02
```
Forces are in eV/Å.

**Frontier orbital gap (spin up / spin down)**: 0.33470 / 0.08958 hartree
**M**: 342.29 u
**LUMO energy (spin up / spin down)**: -4.04 / -10.71 eV
**Charge**: +1
**Energy above the lowest of the compared OMol25 structures with the same formula, charge and spin**: 142.0 kJ/mol
**Spin multiplicity**: 2
**Energy**: -1451.86853 a.u.
**HOMO energy (spin up / spin down)**: -0.4833 / -0.4833 Ha

---

(4)
Formula: H3IN2
Source: OMol25
Level of theory: the ωB97M-V functional and the def2-TZVPD basis

```
6
Properties=species:S:1:pos:R:3:forces:R:3:lowdin_charge:R:1
N -0.30456 -0.44943 0.74448 -0.88 -1.44 -0.46 -0.20
N 0.17359 0.61826 0.06712 5.81 1.29 -0.25 -0.73
I -0.11977 0.68597 -1.96306 -0.29 -0.16 -0.89 0.58
H -1.25429 -0.09541 0.87904 -0.15 -0.96 0.60 0.07
H -0.31982 -1.38980 0.24737 0.04 1.54 0.58 0.08
H 1.82485 0.63040 0.02506 -4.53 -0.27 0.43 0.19
```
Forces are in eV/Å.

**Frontier orbital gap (spin up / spin down)**: 0.30353 / 0.30356 hartree
**M**: 157.94 u
**LUMO energy (spin up / spin down)**: -0.71 / -0.71 eV
**Energy above the lowest of the compared OMol25 structures with the same formula, charge and spin**: 271.3 kJ/mol
**Spin multiplicity**: 1
**Energy**: -408.83178 a.u.
**HOMO energy (spin up / spin down)**: -0.3295 / -0.3295 Ha

---

(5)
Formula: H3IN2
Source: OMol25
Level of theory: the ωB97M-V functional and the def2-TZVPD basis

```
6
Properties=species:S:1:pos:R:3:forces:R:3:lowdin_charge:R:1
N -0.24393 -1.10070 0.09240 -2.00 -3.06 -2.46 -0.21
N -0.57393 -0.35608 0.91609 0.90 2.58 3.39 -0.18
I -3.03954 0.31112 -0.04735 -1.51 0.40 -0.55 0.52
H -1.08253 -1.74073 -0.35507 1.89 0.57 0.01 0.08
H 0.68903 -1.18685 -0.30241 0.56 -0.33 -0.39 0.10
H -2.81520 1.39347 1.11970 0.15 -0.17 0.00 -0.31
```
Forces are in eV/Å.

**Frontier orbital gap**: 0.31220 hartree
**M**: 157.94 u
**LUMO energy**: 0.58 eV
**Energy above the lowest of the compared OMol25 structures with the same formula, charge and spin**: 165.0 kJ/mol
**Spin multiplicity**: 1
**Energy**: -408.87228 a.u.
**HOMO energy**: -0.2909 Ha

---

(6)
Formula: H3INOP
Source: OMol25
Level of theory: the ωB97M-V functional and the def2-TZVPD basis

```
7
Properties=species:S:1:pos:R:3:forces:R:3:lowdin_charge:R:1
H 2.16815 -0.63163 -0.52629 -0.11 0.18 -0.56 -0.02
N 2.32625 -0.27534 0.38768 0.37 -0.42 0.98 -0.42
P 2.17063 0.86362 1.35813 -0.08 -0.12 -0.42 0.37
I 1.17950 2.78404 0.12621 -0.16 0.30 -0.03 0.14
O -1.00303 -0.52685 0.55516 1.34 1.12 -2.52 -0.14
H -0.61198 -0.00118 -0.24196 -1.19 -1.01 2.21 0.04
H -0.68574 -1.41068 0.32294 -0.19 -0.06 0.35 0.02
```
Forces are in eV/Å.

**Frontier orbital gap**: 0.32454 hartree
**M**: 190.91 u
**LUMO energy**: -0.73 eV
**Energy above the lowest of the compared OMol25 structures with the same formula, charge and spin**: 153.5 kJ/mol
**Spin multiplicity**: 1
**Energy**: -770.83472 a.u.
**HOMO energy**: -0.3515 Ha